{
  "formula": "C48H134N12O13",
  "method": "ωB97M-V with the def2-TZVPD basis set",
  "species": ["O", "O", "O", "O", "O", "O", "O", "O", "O", "O", "O", "O", "O", "N", "N", "N", "N", "N", "N", "N", "N", "N", "N", "N", "N", "C", "C", "C", "C", "C", "C", "C", "C", "C", "C", "C", "C", "C", "C", "C", "C", "C", "C", "C", "C", "C", "C", "C", "C", "C", "C", "C", "C", "C", "C", "C", "C", "C", "C", "C", "C", "C", "C", "C", "C", "C", "C", "C", "C", "C", "C", "C", "C", "H", "H", "H", "H", "H", "H", "H", "H", "H", "H", "H", "H", "H", "H", "H", "H", "H", "H", "H", "H", "H", "H", "H", "H", "H", "H", "H", "H", "H", "H", "H", "H", "H", "H", "H", "H", "H", "H", "H", "H", "H", "H", "H", "H", "H", "H", "H", "H", "H", "H", "H", "H", "H", "H", "H", "H", "H", "H", "H", "H", "H", "H", "H", "H", "H", "H", "H", "H", "H", "H", "H", "H", "H", "H", "H", "H", "H", "H", "H", "H", "H", "H", "H", "H", "H", "H", "H", "H", "H", "H", "H", "H", "H", "H", "H", "H", "H", "H", "H", "H", "H", "H", "H", "H", "H", "H", "H", "H", "H", "H", "H", "H", "H", "H", "H", "H", "H", "H", "H", "H", "H", "H", "H", "H", "H", "H", "H", "H", "H", "H", "H", "H", "H", "H"],
  "xyz": [[-1.94, -3.24, -0.66], [3.31, 3.60, 3.96], [-5.00, 1.03, 3.92], [0.99, 0.35, -0.61], [-1.13, -3.50, 5.39], [5.51, -0.83, -0.96], [2.35, 2.60, -7.16], [3.44, -2.67, -5.88], [1.24, -2.59, 4.09], [-2.57, 6.95, 2.14], [-0.26, -1.11, -6.52], [-2.33, 2.18, -4.36], [-1.80, 1.16, 6.64], [5.56, 1.65, -5.39], [-0.23, 2.63, -1.48], [-6.16, -1.74, 1.78], [0.53, -3.90, -5.79], [0.44, -0.18, 2.28], [4.18, -5.62, -3.86], [-5.54, -2.54, -0.92], [-4.32, -3.58, 3.51], [3.34, 0.38, 4.81], [3.95, -3.61, 0.94], [-5.31, 4.91, 3.29], [0.57, 2.35, 4.05], [-6.42, 0.61, 1.21], [3.48, 2.85, -6.30], [0.13, -0.76, -0.12], [-1.45, 0.78, 1.09], [4.19, 2.49, 3.75], [-5.59, -0.41, 2.03], [-0.58, -4.02, 6.58], [6.75, -0.64, -1.62], [0.24, 1.83, 5.33], [4.14, -3.92, -5.60], [0.07, 0.17, -7.03], [-3.84, 6.35, 2.03], [3.56, -4.38, -4.24], [-0.69, 2.96, -2.80], [-2.71, -1.84, 3.37], [-0.36, -3.06, -4.94], [-2.54, -3.59, 5.26], [-2.92, -3.29, 3.78], [-0.03, -1.54, -5.19], [-3.89, 5.08, 2.88], [1.55, 3.69, -7.64], [-5.38, 1.55, 5.19], [-3.52, 1.43, -4.64], [0.48, 3.00, -3.84], [3.72, -2.16, -7.15], [-5.81, -0.07, 3.54], [-3.48, 3.86, 2.16], [-1.75, -0.21, 6.92], [-1.07, -4.07, 0.07], [-3.33, -3.34, -0.36], [-3.74, -1.02, -1.46], [0.91, 2.60, 6.42], [4.24, 1.48, -5.99], [3.66, 0.71, -4.80], [-1.83, 6.83, 0.92], [-1.32, 1.74, 5.44], [4.21, 1.55, 4.96], [5.47, -2.09, -0.26], [3.78, -1.25, 1.50], [-4.17, -2.51, -1.36], [1.70, -0.06, -1.83], [4.08, -2.29, 0.38], [5.57, 0.97, 5.21], [3.38, 4.61, 2.95], [-0.50, -0.34, 1.22], [-1.78, 1.91, -3.11], [0.03, -3.51, -3.52], [3.68, -3.28, -3.15], [2.09, -1.08, -1.85], [0.39, -3.54, -6.72], [-3.73, -0.58, -0.46], [-2.40, 7.24, 0.08], [0.77, -1.95, 3.56], [-5.38, 2.64, 5.11], [0.75, -1.65, -0.02], [0.93, -1.25, -4.76], [0.96, 3.28, -8.46], [-1.05, -3.71, 1.10], [2.00, 2.62, 6.35], [4.44, -1.13, 2.36], [-0.67, -3.06, -2.81], [-7.14, -1.50, 1.68], [3.76, 1.28, -3.88], [-2.32, -3.85, 3.05], [4.58, -3.65, 1.73], [-3.99, 3.66, 1.22], [0.51, -3.94, 6.62], [-4.35, 1.61, -3.96], [-4.63, 1.21, 5.91], [6.04, 0.77, -5.52], [5.18, 2.85, 3.45], [1.52, -3.79, -5.66], [3.79, -0.22, 1.14], [-0.13, 0.91, -6.25], [-1.10, -1.17, 1.60], [-5.59, -0.95, 4.14], [0.28, 3.30, 3.86], [4.36, -6.23, -4.64], [-0.07, -4.01, -0.36], [2.61, 0.61, -5.07], [-2.52, -0.37, 7.67], [5.22, -3.83, -5.48], [-3.35, -1.16, 3.94], [-1.32, 0.93, -3.24], [5.61, 0.11, 5.87], [-3.44, -3.00, 0.67], [3.45, -6.06, -3.31], [-2.19, 0.71, 0.29], [-1.45, -5.09, 0.07], [-4.12, -2.94, -2.36], [4.11, 0.78, -6.82], [7.54, -0.33, -0.94], [3.02, -3.66, 1.33], [-6.88, 0.08, 3.71], [-0.92, 7.43, 1.02], [-1.18, 3.93, -2.83], [2.56, 5.34, 2.97], [-3.58, -4.40, -0.30], [-5.48, 4.00, 3.68], [4.18, 3.53, -6.78], [-3.27, 0.37, -4.58], [0.13, 1.69, -1.37], [-0.95, -3.55, 7.50], [4.75, -1.84, -7.27], [-3.52, 2.98, 2.80], [0.17, 0.61, 2.84], [-3.25, 5.23, 3.74], [-1.96, -0.80, 6.03], [-6.31, 1.14, 5.60], [0.63, 3.64, 6.25], [-6.33, 0.52, 0.13], [-2.71, -0.89, -1.78], [-0.80, -5.08, 6.64], [0.53, 0.78, 5.30], [-0.74, -0.53, 7.20], [3.75, 2.02, 2.88], [1.14, 0.21, -7.23], [4.70, -2.95, -2.93], [-1.71, 2.76, 5.47], [-0.67, -1.09, -0.77], [2.09, 4.54, -8.05], [-5.92, 4.92, 2.48], [0.95, 2.02, -3.87], [-2.85, -4.60, 5.52], [-4.52, -3.57, 2.52], [-2.59, 1.84, -2.38], [6.18, 1.79, 5.58], [2.41, 0.69, 4.55], [-4.95, -2.88, 3.88], [0.91, 3.93, -6.79], [1.17, 3.77, -3.48], [5.74, -2.91, -0.93], [3.09, -1.29, -7.31], [-4.22, 6.35, 1.00], [-1.37, -3.33, -5.22], [3.91, -4.53, -6.47], [4.15, -0.25, -4.65], [-4.38, -0.52, -2.19], [5.95, 0.82, 4.19], [0.97, -0.16, -2.63], [-0.65, -0.95, -4.51], [-1.53, 5.80, 0.72], [0.55, -3.06, 4.56], [-2.92, -2.81, 5.92], [2.77, -1.37, 1.90], [3.57, -2.96, -7.89], [-0.13, -4.59, -3.44], [-5.84, -2.04, 0.88], [-0.52, 0.46, -7.90], [-0.98, 1.74, 0.89], [3.61, -0.25, 4.07], [1.49, 2.71, 4.27], [-1.74, 1.24, 4.57], [3.93, 2.08, 5.87], [3.30, 4.18, 1.95], [3.32, -2.16, -0.39], [3.05, 3.20, -5.36], [6.67, 0.20, -2.32], [-6.13, -1.99, -1.54], [-5.95, -3.45, -1.05], [1.21, 0.20, 1.75], [-3.91, 1.54, -5.66], [6.22, -2.16, 0.53], [4.34, 5.11, 3.01], [3.06, -2.46, -3.51], [-4.56, -0.39, 1.67], [1.03, -3.23, -3.20], [-4.51, 7.04, 2.54], [6.05, 2.37, -5.90], [3.24, -3.57, -2.20], [-2.84, -1.68, 2.30], [-7.47, 0.44, 1.44], [-1.69, -1.61, 3.66], [0.50, 2.31, 7.39], [0.53, 3.24, -1.21], [2.48, -4.47, -4.29], [-6.04, 1.62, 1.37], [7.07, -1.52, -2.18], [2.53, 0.55, -2.17], [-1.83, 0.94, 2.10], [-2.44, 3.92, 1.86], [0.07, 3.17, -4.84]],
  "lowdin_charge": [-0.24, -0.23, -0.20, -0.21, -0.25, -0.19, -0.24, -0.25, -0.07, -0.18, -0.18, -0.19, -0.20, 0.03, 0.06, 0.04, 0.34, 0.09, 0.06, 0.02, 0.04, 0.07, 0.04, 0.04, 0.04, -0.06, -0.13, -0.12, -0.05, -0.17, -0.40, -0.09, -0.11, -0.47, -0.13, -0.05, -0.21, -0.44, -0.39, -0.07, -0.25, -0.15, -0.38, -0.13, -0.41, -0.08, -0.07, -0.09, -0.04, -0.10, -0.21, -0.09, -0.10, -0.10, -0.15, -0.03, -0.03, -0.39, -0.10, -0.10, -0.15, -0.43, -0.19, -0.06, -0.39, -0.07, -0.43, -0.07, -0.09, -0.46, -0.21, -0.03, -0.03, 0.05, 0.14, 0.06, 0.08, -0.03, 0.07, 0.11, 0.11, 0.09, 0.08, 0.06, 0.07, 0.07, 0.06, 0.08, 0.12, 0.08, 0.09, 0.09, 0.09, 0.08, 0.08, 0.12, 0.09, 0.07, 0.08, 0.09, 0.10, 0.09, 0.08, 0.08, 0.05, 0.10, 0.14, 0.07, 0.10, 0.09, 0.10, 0.09, 0.07, 0.10, 0.13, 0.11, 0.09, 0.07, 0.12, 0.08, 0.14, 0.09, 0.13, 0.03, 0.12, 0.07, 0.02, 0.09, 0.10, 0.06, 0.03, 0.14, 0.06, 0.09, 0.09, 0.06, 0.05, 0.09, 0.12, 0.09, 0.12, 0.07, 0.08, 0.13, 0.10, 0.09, 0.07, 0.05, 0.13, 0.03, 0.12, 0.08, 0.03, 0.04, 0.07, 0.08, 0.10, 0.08, 0.13, 0.17, 0.12, 0.07, 0.07, 0.07, 0.06, 0.13, 0.07, -0.02, 0.12, 0.05, 0.09, 0.10, 0.01, 0.11, 0.07, 0.04, 0.03, 0.11, 0.12, 0.08, 0.09, 0.11, 0.08, 0.09, 0.10, 0.06, 0.09, 0.13, 0.09, 0.05, 0.11, 0.06, 0.12, 0.07, 0.08, 0.05, 0.08, 0.07, 0.09, 0.08, 0.08, 0.07, 0.08, 0.08, 0.07, 0.07, 0.06],
  "gap_ev": [7.800, 2.000],
  "e_homo_ha": [-0.370, -0.370],
  "charge": 1,
  "e_tot_ev": -96429.4613,
  "multiplicity": 2,
  "lumo_ha": [-0.0834, -0.2966],
  "s2": 0.75
}